{
  "formula": "C15H44O7",
  "method": "ωB97M-V/def2-TZVPD",
  "symbols": ["H", "H", "C", "C", "H", "H", "H", "H", "H", "H", "O", "H", "H", "H", "O", "H", "H", "H", "H", "H", "C", "H", "C", "H", "C", "H", "C", "C", "C", "H", "H", "O", "O", "C", "H", "H", "H", "C", "H", "H", "H", "C", "C", "H", "H", "H", "H", "H", "C", "O", "H", "H", "H", "C", "H", "H", "O", "C", "O", "H", "H", "H", "H", "H", "H", "H"],
  "coordinates": [[-4.745, -3.443, 1.339], [-0.602, -2.975, 3.427], [-1.244, -2.691, 4.262], [4.558, -0.758, -1.698], [1.363, 2.051, -0.612], [-3.231, 4.197, 1.843], [6.084, -2.341, -1.933], [-0.312, 1.536, -4.480], [6.064, 0.372, -2.211], [-1.662, 4.909, 1.503], [0.483, 0.472, 1.168], [4.964, -0.783, -3.859], [-3.872, 2.184, 0.309], [-3.144, -3.758, -0.424], [3.377, 0.685, 1.120], [-0.831, -0.671, -0.025], [-3.792, -2.453, -1.364], [-2.043, 2.451, 2.669], [-0.952, 3.037, 0.164], [-2.845, 4.766, 0.188], [0.148, -0.709, 0.460], [3.706, -0.609, -1.041], [3.500, 0.065, 2.395], [3.597, 0.219, -3.360], [0.645, 1.563, -3.959], [5.436, -2.186, -0.287], [-4.077, -3.230, -0.643], [-4.631, -2.608, 0.640], [-3.676, -1.592, 1.235], [0.103, -1.557, 1.158], [-2.169, -3.260, 4.105], [5.475, 0.309, -1.451], [-5.944, -2.094, 0.456], [4.130, -0.718, -3.159], [-2.864, 2.303, -1.148], [-3.886, -0.579, 0.878], [2.462, 2.336, -1.905], [-2.452, 4.287, 1.082], [-2.555, 1.016, -0.013], [1.100, 0.573, -4.027], [-0.809, 3.437, -2.802], [5.195, -2.095, -1.346], [-2.860, 2.059, -0.083], [0.950, -0.880, -0.253], [2.439, 0.708, 0.903], [4.483, -2.906, -1.563], [-1.418, -1.614, 4.211], [1.323, 2.288, -4.412], [1.604, 1.714, -1.621], [-1.507, 2.192, 1.912], [-3.869, -1.438, 2.303], [-2.649, -1.923, 1.102], [-0.287, 0.930, 1.537], [-1.886, 2.916, 0.715], [-0.415, 1.322, -2.132], [2.537, -0.320, 2.728], [-0.590, -3.064, 5.461], [0.423, 1.938, -2.510], [0.044, 3.309, -2.377], [-5.883, -1.331, -0.126], [1.944, 0.683, -1.579], [4.186, -0.783, 2.305], [-4.786, -3.933, -1.069], [-1.154, -2.803, 6.193], [3.918, 0.779, 3.103], [3.404, -1.501, -3.400]],
  "smiles": "CC(C)O.CC(C)O.CC(C)O.CC(C)O.CO.CO.CO",
  "homo_energy_ha": -0.3489,
  "homo_lumo_gap_ev": 9.838,
  "de_lowest_kcal_mol": 51.6,
  "e_tot_ha": -1124.507249,
  "charge": 0
}



{
  "formula": "C15H44O7",
  "method": "ωB97M-V/def2-TZVPD",
  "symbols": ["H", "H", "H", "H", "H", "O", "H", "O", "C", "O", "H", "H", "C", "H", "H", "H", "H", "H", "C", "H", "H", "C", "O", "H", "H", "H", "H", "H", "H", "H", "C", "H", "C", "H", "C", "H", "H", "H", "C", "H", "H", "H", "C", "C", "C", "H", "H", "H", "H", "C", "O", "H", "C", "H", "C", "H", "H", "O", "O", "C", "H", "H", "H", "H", "H", "H"],
  "coordinates": [[0.140, -0.040, 1.946], [-5.302, 3.793, -0.986], [0.030, -5.156, -1.333], [-5.136, -0.289, 1.443], [5.576, 2.760, -0.713], [3.466, 2.859, -0.559], [0.527, -1.407, -1.323], [2.678, 1.124, -2.716], [-0.351, -3.201, -0.539], [0.330, 1.746, 1.269], [4.739, 3.796, -1.909], [-0.234, -0.687, 5.438], [4.739, 3.453, -0.867], [-0.451, 0.625, 4.200], [-0.517, 1.068, -0.502], [1.957, -0.954, -4.236], [-3.558, 0.111, 3.183], [-4.831, 0.856, -0.617], [2.915, -1.060, -3.729], [3.130, 2.385, -1.332], [1.369, -2.652, 4.773], [-3.241, -0.859, 0.583], [0.520, -3.409, 0.589], [4.613, 0.002, -1.621], [-3.081, -1.636, 1.334], [3.580, -1.702, -4.306], [5.425, 1.096, -2.756], [-0.247, -2.363, -2.512], [1.339, -3.089, 3.043], [-4.110, 3.917, -2.306], [3.566, 0.286, -3.456], [-3.676, -1.335, -0.301], [-0.439, -0.451, 4.398], [4.898, 4.311, -0.215], [-4.335, 4.224, -1.277], [1.231, 2.042, 1.077], [1.320, -2.962, -1.911], [3.806, 0.748, -4.427], [4.856, 0.172, -2.674], [-2.628, 1.262, 2.204], [-4.295, 1.629, 2.747], [-1.447, -0.786, 4.132], [0.409, -2.448, -1.629], [0.578, -1.117, 3.489], [0.809, -2.574, 3.841], [2.763, -1.522, -2.753], [-1.540, 2.081, 0.457], [-3.439, 2.928, -0.078], [1.537, -0.585, 3.585], [-3.621, 0.854, 2.384], [-4.477, 1.221, 0.200], [-4.449, 5.307, -1.247], [-0.823, -4.559, -0.992], [-1.536, -4.541, -1.820], [-4.186, 0.181, 1.156], [-1.294, -5.111, -0.177], [1.901, 1.339, -3.242], [-3.321, 3.845, -0.363], [0.199, -1.006, 2.104], [-0.504, 1.963, 0.141], [0.575, -2.545, 1.049], [-1.204, -2.594, -0.203], [-0.262, 2.844, -0.451], [-0.152, -3.071, 4.005], [5.437, -0.684, -3.010], [-2.273, -0.435, 0.317]],
  "smiles": "CC(C)O.CC(C)O.CC(C)O.CC(C)O.CO.CO.CO",
  "homo_energy_ha": -0.3507,
  "homo_lumo_gap_ev": 10.021,
  "de_lowest_kcal_mol": 34.2,
  "e_tot_ha": -1124.535002,
  "charge": 0
}



{
  "formula": "C15H44O7",
  "method": "ωB97M-V/def2-TZVPD",
  "symbols": ["H", "C", "H", "H", "H", "H", "H", "H", "H", "H", "H", "C", "C", "H", "C", "C", "H", "C", "H", "O", "H", "O", "H", "H", "C", "H", "H", "H", "H", "H", "H", "H", "H", "C", "C", "H", "H", "H", "C", "C", "O", "H", "C", "H", "H", "O", "H", "C", "H", "H", "C", "O", "H", "H", "H", "O", "H", "H", "H", "O", "H", "C", "H", "H", "H", "H"],
  "coordinates": [[-0.754, 8.822, -7.333], [3.424, -1.121, 6.508], [-3.181, 8.002, -6.776], [7.546, -2.228, 0.272], [2.383, -0.853, 6.691], [5.923, -0.756, 7.547], [3.499, -2.061, 5.962], [-7.109, 2.364, 4.162], [7.343, -5.892, -0.477], [-0.857, 8.348, -5.201], [-9.349, 1.879, -5.160], [-7.755, 1.027, -4.473], [-1.077, -6.613, 1.039], [-1.986, 9.377, -8.371], [-1.860, -5.972, -1.274], [6.588, -3.873, -0.639], [-1.855, -6.351, -2.297], [7.391, -3.296, 0.431], [-6.375, 3.102, 2.182], [5.414, -1.566, 7.620], [-6.732, 0.934, -4.840], [7.069, -3.502, -1.834], [-2.810, -7.426, 0.064], [5.620, -3.372, -0.612], [-6.043, 2.483, 3.966], [6.567, -3.876, -2.562], [8.405, -3.689, 0.500], [-7.737, 1.165, -3.391], [4.301, -0.260, 9.678], [-2.330, 7.509, -4.733], [-8.055, -0.020, -4.505], [-0.902, -7.453, 1.711], [-1.009, -5.292, -1.262], [-1.638, 9.460, -7.341], [-2.622, 8.841, -6.362], [-1.547, -5.716, 1.441], [3.710, -2.200, 8.416], [-0.067, -6.350, 0.725], [0.090, 1.614, -0.746], [6.403, -5.344, -0.423], [-1.121, -8.302, -0.805], [0.071, 1.664, 0.342], [-1.928, 8.474, -5.040], [-5.482, 1.670, 4.425], [-3.327, 10.363, -5.524], [-8.418, 1.848, -5.390], [-0.937, -9.102, -0.307], [3.981, -0.049, 8.657], [0.961, 0.974, -0.888], [-2.739, -5.346, -1.126], [-1.791, -7.136, -0.193], [-3.723, 9.720, -6.117], [2.963, 0.233, 8.928], [6.835, -3.390, 1.364], [5.670, -5.721, -1.136], [-1.116, 1.139, -1.318], [4.569, 0.753, 8.212], [5.893, -5.393, 0.540], [-1.849, 9.238, -4.267], [-5.924, 2.354, 2.579], [-5.589, 3.436, 4.239], [4.027, -1.319, 7.858], [-1.382, 10.499, -7.131], [0.343, 2.522, -1.294], [3.858, -0.355, 5.865], [-1.870, 1.380, -0.775]],
  "smiles": "CC(C)O.CC(C)O.CC(C)O.CC(C)O.CO.CO.CO",
  "homo_energy_ha": -0.3642,
  "homo_lumo_gap_ev": 10.437,
  "de_lowest_kcal_mol": 112.6,
  "e_tot_ha": -1124.410054,
  "charge": 0
}



{
  "formula": "C15H45GeN4Si3Y",
  "method": "ωB97M-V/def2-TZVPD",
  "symbols": ["H", "H", "Ge", "H", "Si", "H", "C", "H", "H", "C", "C", "H", "N", "H", "H", "C", "H", "H", "H", "C", "H", "N", "Si", "H", "H", "H", "C", "Y", "H", "H", "H", "H", "H", "H", "H", "H", "H", "H", "N", "C", "H", "H", "H", "H", "N", "H", "H", "H", "H", "C", "C", "H", "H", "H", "C", "H", "H", "C", "H", "H", "C", "H", "H", "H", "Si", "C", "C", "H", "C"],
  "coordinates": [[-1.813, 2.134, 4.187], [0.892, -1.470, -4.240], [-1.197, 0.224, 1.241], [0.873, 1.992, -3.472], [-2.883, 1.862, 1.955], [3.779, 0.179, -3.726], [0.859, -0.588, 3.935], [-2.977, 4.269, 1.513], [0.652, 2.559, 3.557], [-2.302, 3.465, 1.206], [3.069, -0.548, -3.328], [0.801, -2.824, 0.647], [1.729, 0.096, -3.101], [-2.736, -2.399, 3.119], [0.906, -1.658, 3.723], [-4.501, 1.260, 1.278], [3.121, -2.595, -0.694], [2.418, -1.360, 1.207], [-3.048, -2.229, -1.222], [-3.178, -2.414, -0.155], [-3.998, -1.783, 0.196], [2.664, -2.087, -1.451], [-1.675, -2.140, 0.905], [2.426, -2.815, -2.125], [-5.287, 1.968, 1.555], [3.259, -0.199, 2.155], [-0.149, -3.010, 0.125], [0.848, -0.541, -0.793], [0.451, 2.384, -1.068], [-4.501, 1.186, 0.190], [0.983, 0.053, -5.107], [2.960, -1.317, -4.093], [-0.861, 0.952, -3.590], [1.618, 2.241, 0.026], [-3.034, 0.848, 4.216], [3.929, -0.407, -1.341], [-1.850, -0.477, -2.074], [-1.303, 3.738, 1.550], [-0.961, -0.811, -2.444], [3.658, -1.168, -2.078], [-0.324, -4.077, 0.297], [1.712, -0.340, 4.574], [3.286, 1.815, -1.611], [-0.005, -2.952, -0.964], [1.311, 1.869, -0.872], [-1.137, -1.793, -2.654], [-2.121, -3.930, 2.500], [1.171, 2.943, 1.937], [-1.348, -0.446, -4.521], [2.451, -0.282, 1.420], [1.851, 1.580, -3.220], [2.338, 2.342, 3.125], [-3.507, -3.452, -0.055], [-4.780, 0.292, 1.700], [0.761, -0.390, -4.132], [2.424, 3.282, -2.043], [-3.525, 2.537, 4.204], [-2.790, 1.830, 3.808], [2.519, 1.839, -4.044], [4.580, -1.691, -2.336], [1.317, 2.233, 2.753], [2.862, 0.267, 0.558], [-2.315, 3.436, 0.115], [-0.049, -0.392, 4.507], [0.942, 0.443, 2.389], [2.315, 2.204, -1.924], [-0.673, -0.111, -3.733], [-1.012, -2.766, 3.235], [-1.894, -2.865, 2.603]],
  "multiplicity": 2,
  "homo_energy_ha": [-0.6056, -0.6354],
  "homo_lumo_gap_ev": [7.672, 6.854],
  "de_lowest_kcal_mol": 0.0,
  "e_tot_ha": -3800.522090,
  "s2": 0.753,
  "charge": 3
}